A | The following is a quantum chemistry calculation of an isolated molecule of C19H20N2O7S, from OMol25.

The net charge is 0. The calculation puts the HOMO-LUMO gap at 8.87 eV. The molar mass is 420.443 g mol⁻¹. As for the SMILES: COc1cc(NC(=O)CCS(=O)(=O)c2ccc3c(c2)oc(=O)n3C)cc(OC)c1. As for the multiplicity: 1. The highest occupied orbital energy comes out at -8.43 eV.

Each line ends with the Mulliken charge.
CARTESIAN COORDINATES (ANGSTROEM)
S (4.3904, -0.0699, 0.8353)  1.377
O (5.3673, 0.6931, 0.1109)  -0.696
O (-0.6699, 0.5886, 1.8810)  -0.444
O (-2.5031, -2.9025, 1.3743)  -0.486
O (4.6699, -0.4010, 2.2070)  -0.717
O (2.0274, 0.1320, -2.1872)  -0.584
O (-2.6120, 0.8542, -1.6932)  -0.454
O (-2.7385, 1.5054, 1.6994)  -0.593
N (-0.9167, 2.3880, 0.6003)  0.203
N (1.3551, -1.7207, -1.0462)  -0.015
C (-1.5712, 1.4979, 1.4177)  0.380
C (-3.7877, -2.6196, 1.8814)  -0.827
C (-0.6873, -0.4221, -1.3985)  -0.035
C (-1.5603, 3.4675, -0.0962)  -1.216
C (-3.9638, 1.1404, -1.4049)  -0.881
C (1.4803, 2.5534, -0.1746)  -0.852
C (2.2804, -0.9030, -1.6143)  0.486
C (-0.6440, -2.2915, 0.1156)  -0.680
C (0.5408, 0.8877, 1.3297)  0.779
C (-1.9752, -2.0638, 0.4478)  -0.070
C (-2.6746, -1.0251, -0.1575)  -0.217
C (2.6943, 1.9001, -0.0398)  -0.674
C (-2.0247, -0.2047, -1.0719)  -0.089
C (4.1391, -1.6616, -0.0410)  -0.789
C (2.8088, 0.7737, 0.7556)  0.192
C (0.4044, 2.0222, 0.5134)  0.609
C (-0.0024, -1.4664, -0.7987)  0.302
C (3.7075, -1.4311, -1.4765)  -1.092
C (1.7466, 0.2402, 1.4709)  -1.060
H (1.3767, 3.4208, -0.8040)  0.517
H (4.3754, -0.6917, -1.9227)  0.370
H (-3.8397, -1.6050, 2.2869)  0.331
H (-0.2014, 0.2292, -2.1026)  0.619
H (1.8728, -0.6200, 2.1058)  0.496
H (-4.1066, 1.3558, -0.3420)  0.307
H (-3.7011, -0.8403, 0.1030)  0.591
H (-3.9519, -3.3398, 2.6813)  0.252
H (-0.1257, -3.1043, 0.5996)  0.419
H (3.4293, -2.2211, 0.5617)  0.467
H (-4.5595, -2.7508, 1.1160)  0.319
H (-1.5900, 3.2583, -1.1668)  0.342
H (-4.2076, 2.0235, -1.9935)  0.254
H (3.7906, -2.3596, -2.0490)  0.491
H (-2.5758, 3.5496, 0.2876)  0.353
H (-4.6182, 0.3169, -1.7066)  0.361
H (1.6896, -2.5761, -0.6252)  0.252
H (-1.0228, 4.3989, 0.0834)  0.395
H (3.5737, 2.2434, -0.5596)  0.506
H (5.1109, -2.1490, 0.0067)  0.502

---

B | The following is a quantum chemistry calculation of an isolated molecule of C19H20N2O7S, from OMol25.

The net charge is 0. The calculation puts the HOMO-LUMO gap at 8.03 eV. The molar mass is 420.443 g mol⁻¹. As for the SMILES: COc1ccc(/C=C/C(=O)OCC(=O)Nc2ccc(S(N)(=O)=O)cc2)cc1OC. As for the multiplicity: 1. The highest occupied orbital energy comes out at -8.37 eV.

Each line ends with the Mulliken charge.
CARTESIAN COORDINATES (ANGSTROEM)
S (-4.8229, 3.5553, -3.0666)  1.253
O (6.9212, -3.5624, -0.9938)  -0.403
O (-3.4988, 1.0615, 3.2514)  -0.653
O (-0.1525, -0.1582, 2.9064)  -0.362
O (-3.8565, 3.9478, -4.0513)  -0.670
O (6.1601, -1.1292, -0.6293)  -0.453
O (-0.3725, -2.3958, 3.1233)  -0.625
O (-5.7878, 4.5099, -2.6050)  -0.662
N (-5.6576, 2.2209, -3.6744)  -0.525
N (-2.0355, 0.9941, 1.4930)  -0.023
C (5.3262, -2.0787, -0.1303)  1.103
C (-1.3675, 0.0459, 3.6060)  -0.491
C (5.8126, 0.2234, -0.4653)  -0.892
C (5.7506, -3.4176, -0.3335)  0.864
C (-2.7209, 2.3087, -1.8503)  -0.671
C (-4.0116, 2.1301, 0.6117)  -0.506
C (3.7777, -4.1898, 0.8080)  -1.238
C (2.1054, -2.6576, 1.7124)  0.022
C (7.4072, -4.8615, -1.2328)  -0.945
C (-3.9933, 2.8168, -1.6787)  0.308
C (4.1437, -1.8315, 0.5327)  -0.445
C (-4.6399, 2.7338, -0.4619)  -0.705
C (-2.4324, 0.7599, 2.7715)  0.589
C (-2.0843, 1.7063, -0.7835)  -0.786
C (-2.7264, 1.6108, 0.4540)  0.762
C (1.5209, -1.4818, 2.0010)  -1.103
C (3.3456, -2.8818, 1.0151)  0.451
C (0.2579, -1.4478, 2.7264)  0.641
C (4.9617, -4.4539, 0.1438)  -0.512
H (-6.6546, 2.3361, -3.5911)  0.268
H (1.5827, -3.5481, 2.0417)  0.404
H (-4.4996, 2.0567, 1.5693)  0.534
H (-5.3902, 2.0162, -4.6233)  0.267
H (-1.7703, -0.9236, 3.9273)  0.343
H (3.8189, -0.8173, 0.6910)  0.320
H (6.6162, 0.7901, -0.9325)  0.226
H (-1.1633, 0.6509, 4.4948)  0.335
H (7.5971, -5.3981, -0.2979)  0.372
H (8.3455, -4.7285, -1.7685)  0.231
H (-1.0873, 1.3064, -0.9009)  0.363
H (-1.0947, 0.6872, 1.2720)  -0.012
H (6.7159, -5.4418, -1.8522)  0.372
H (1.9368, -0.5228, 1.7367)  0.337
H (4.8669, 0.4600, -0.9644)  0.356
H (3.1801, -5.0120, 1.1711)  0.352
H (-2.2468, 2.4058, -2.8135)  0.444
H (-5.6265, 3.1571, -0.3661)  0.425
H (5.2651, -5.4786, 0.0013)  0.383
H (5.7454, 0.4972, 0.5928)  0.356

---

A is preferred energetically. Next in line: 25.3 kcal/mol higher.